# 1
C8H15N in the gas phase at a distorted geometry. Source: OMol25; level of theory: ωB97M-V/def2-TZVPD.

Computed properties:
F_max (eV/A): 4.3
Frontier orbital gap (eV): 8.70
HOMO (eV): -7.672
Energy relative to the best compared isomer or geometry (same formula, charge and spin) (kcal/mol): 232.7
E_tot (eV): -10019.28380
Multiplicity: 1
SMILES string: C[C@@]12CCC[C@@H](CC1)N2

The geometry in XYZ format:
```
24
Properties=species:S:1:pos:R:3:forces:R:3:lowdin_charge:R:1
C 0.25723 1.45999 -0.90974 -2.1 0.5 -2.5 -0.1311
C 0.27315 -0.12306 -0.96940 0.6 1.0 0.3 -0.3415
C -1.29248 -0.36991 -1.45281 1.4 -0.2 -0.7 -0.1090
C -1.99170 -0.05243 -0.01141 -2.7 -1.3 0.8 -0.1357
C -1.31033 -0.05029 1.59756 0.8 0.3 -0.3 -0.0482
C 0.28204 -0.07722 1.21672 -0.8 2.7 1.8 -0.3478
C 1.84568 -0.06846 1.05225 0.5 -1.3 1.6 -0.1037
C 1.93790 -0.12207 -0.63710 0.5 1.1 -0.9 -0.0641
N 0.08583 -0.96986 0.19770 -0.5 -3.4 -2.7 -0.1765
H 0.69346 1.68007 -1.96599 -0.6 0.0 1.7 0.1173
H -0.81265 1.89512 -0.92683 1.7 -0.5 0.3 0.0979
H 0.84516 1.94817 -0.13732 0.2 0.2 -0.5 0.0658
H -1.60140 -1.38849 -1.78782 0.8 0.5 0.6 0.0911
H -1.53397 0.25098 -2.35831 -0.2 0.1 1.2 0.0954
H -2.78820 -0.93160 0.05403 1.5 2.0 0.1 0.1185
H -2.58068 0.90181 -0.09342 0.5 -0.8 0.1 0.0815
H -1.53934 0.91512 2.06645 -0.3 -0.2 0.0 0.0756
H -1.67041 -0.87982 2.23455 0.0 0.2 -0.7 0.0823
H 0.18016 1.04707 0.97985 0.0 -2.0 -0.4 0.0948
H 2.22651 -0.95840 1.63164 0.0 0.2 -1.5 0.1023
H 2.38492 0.69733 1.58673 0.1 1.0 -0.5 0.0777
H 2.37836 0.87676 -1.13176 -0.3 -2.6 1.2 0.1175
H 2.44864 -1.06226 -0.92184 0.0 0.8 0.0 0.0841
H 0.75971 -1.78212 0.06959 -0.9 1.6 0.9 0.1558
```
Positions in Å, forces in eV/Å.

***

# 2
A molecular structure, C27H47AsF6N3O19P2 at a distorted geometry. Source: OMol25; level of theory: ωB97M-V/def2-TZVPD.

Computed properties:
Total charge: -1
F_max (eV/A): 3.6
Frontier orbital gap (eV): 6.96
HOMO (eV): -6.638
Energy relative to the best compared isomer or geometry (same formula, charge and spin) (kcal/mol): 37.3
E_tot (eV): -167862.91839
Multiplicity: 1

The geometry in XYZ format:
```
105
Properties=species:S:1:pos:R:3:forces:R:3:lowdin_charge:R:1
As -0.94502 -0.54504 0.94152 -0.7 -0.2 1.1 0.7957
F -2.26611 -1.31287 0.07305 0.7 0.1 -0.2 -0.2441
F 0.14283 -1.84550 0.55950 0.1 0.5 -0.6 -0.2413
F 0.32932 0.25781 1.85726 -0.3 0.1 -0.5 -0.2654
F -2.11315 0.71602 1.32512 0.9 -0.4 0.2 -0.2491
F -1.32077 -1.44675 2.37148 -0.4 0.3 0.0 -0.2421
F -0.45858 0.40012 -0.46437 0.0 -0.4 0.0 -0.2521
C -4.49087 -2.23869 -4.52856 0.7 -0.2 -0.3 0.0640
C -5.12601 -1.42897 -5.38500 -0.6 -0.9 -0.6 -0.2208
C -5.08708 0.07084 -5.28959 0.5 0.4 0.8 -0.3308
O -5.60945 0.84146 -6.06161 -0.2 -0.5 -0.3 0.1256
C -4.36588 0.53247 -4.10938 0.1 -0.4 -0.2 0.0735
C -3.79461 -0.31309 -3.23385 0.3 3.1 1.7 -0.2198
C -3.67568 -1.75208 -3.39900 -1.4 -1.2 -1.2 -0.3356
O -3.07566 -2.49328 -2.66067 0.4 0.3 0.3 0.1479
O -3.34474 0.24103 -2.06980 0.5 -1.5 -0.9 0.0738
O -5.87536 -1.89788 -6.40739 -0.1 0.6 -0.2 0.0913
H -4.41108 -3.29895 -4.74068 -0.3 -0.1 0.2 0.1286
H -4.32983 1.59868 -3.94013 -0.1 0.0 0.1 0.1341
H -2.77086 -0.45370 -1.67352 -0.2 0.4 0.6 0.0800
H -6.01925 -2.84845 -6.35949 0.3 0.0 0.2 0.1169
C -0.78538 3.42948 -2.24252 -0.3 0.2 0.3 0.0662
C -1.52566 3.65641 -1.13550 0.8 -0.9 0.8 -0.2180
C -2.58614 4.70504 -1.01240 -0.2 0.0 -0.1 -0.3334
O -3.36860 4.79124 -0.09070 0.3 -0.3 -0.1 0.1296
C -2.49912 5.66385 -2.07576 -0.4 1.2 -0.9 0.0375
C -1.68877 5.53865 -3.12424 1.6 0.3 -1.5 -0.2043
C -0.83384 4.29717 -3.42559 -0.6 -0.8 2.1 -0.3237
O -0.19639 4.03803 -4.40880 -0.2 0.8 -0.8 0.1326
O -1.38083 6.55800 -3.96737 -0.7 -0.3 0.3 0.0919
O -1.33022 3.02769 0.02808 0.0 0.1 -0.3 0.0717
H -0.02767 2.65591 -2.23071 -0.1 -0.1 -0.1 0.1251
H -3.02094 6.61501 -2.01547 -0.2 -0.2 0.4 0.1322
H -1.86235 7.33978 -3.66100 0.1 0.0 -0.2 0.1152
H -0.62268 2.36551 -0.06085 -0.4 -0.2 0.0 0.0749
C 3.49028 0.41159 4.24430 1.0 -0.5 0.2 -0.3631
O 4.40554 1.05586 4.70354 -0.2 0.1 -0.1 0.0314
N 3.04086 -0.74113 4.80637 0.4 -2.0 -0.8 -0.1772
C 2.00600 -1.51768 4.10705 -0.7 1.4 -0.2 -0.0463
C 3.69285 -1.38499 5.90743 0.3 0.8 2.0 -0.0838
H 2.97242 0.59840 3.29168 0.0 0.5 0.1 0.1161
H 1.10103 -1.05040 4.50024 -0.7 -0.9 -0.3 0.0875
H 2.00609 -2.60318 4.16772 0.4 0.1 0.9 0.0882
H 1.99087 -1.36195 3.02599 0.2 0.5 0.1 0.0595
H 4.31206 -0.67333 6.46054 -0.1 0.3 -0.4 0.0807
H 2.96722 -1.68221 6.67236 -0.2 -0.2 -0.3 0.0831
H 4.38068 -2.22754 5.78791 -0.3 -0.2 -1.0 0.0844
C -5.36007 -0.78342 1.49913 -0.4 0.1 1.2 -0.3400
O -5.62229 -1.66415 2.30718 0.3 -0.2 -0.9 -0.0061
N -5.15793 0.48987 1.87996 0.4 1.2 0.2 -0.1836
C -4.93334 1.54519 0.91237 0.1 -0.2 -0.8 -0.0664
C -4.83650 0.81952 3.25005 0.8 0.3 0.4 -0.0514
H -5.28453 -0.86891 0.40625 -0.2 -0.5 -0.1 0.1295
H -5.38419 1.23531 -0.03308 -0.2 0.1 0.0 0.0806
H -3.88792 1.73533 0.67038 0.1 0.0 0.4 0.0600
H -5.38139 2.48522 1.23240 -0.2 -0.1 0.1 0.0861
H -5.17701 0.05902 3.94294 -0.2 0.0 -0.1 0.0812
H -3.75142 0.91923 3.37694 0.1 -0.4 -0.2 0.0832
H -5.17059 1.81789 3.54103 -0.7 -0.1 -0.2 0.0812
C 2.18921 4.03922 3.28388 0.4 0.3 -0.4 -0.3628
O 3.24162 3.56320 3.64191 -0.5 0.0 0.3 0.0342
N 0.94332 3.67166 3.67402 -0.5 -0.4 -0.9 -0.1731
C 0.74715 2.46799 4.43708 0.4 -0.8 0.7 -0.0582
C -0.25260 4.15771 2.98733 -0.2 -0.3 0.0 -0.0568
H 2.17527 4.86513 2.54951 -0.2 0.2 0.0 0.1305
H 1.62308 2.25571 5.05540 -0.2 0.6 0.4 0.0844
H 0.68045 1.52103 3.88580 -0.4 0.4 -0.7 0.0684
H -0.17446 2.58342 5.00905 0.2 -0.1 0.3 0.0914
H -0.04370 4.63423 2.03031 0.3 0.4 0.3 0.0760
H -0.92305 3.34292 2.70431 0.2 -0.3 0.2 0.0785
H -0.83596 4.79471 3.65326 0.1 0.3 -0.1 0.0842
C 3.43396 -7.44938 -3.69145 1.9 -0.3 -0.1 -0.1278
O 2.88447 -7.20222 -2.38645 -1.6 0.9 -0.8 -0.2048
P 1.77955 -6.00649 -2.40905 0.5 1.7 0.3 0.4353
O 1.96948 -4.95081 -3.44284 -0.2 -1.5 0.6 -0.2444
O 1.90230 -5.43274 -0.92351 0.2 -1.5 -1.0 -0.2014
C 1.57369 -4.09313 -0.61252 -0.5 1.6 -0.3 -0.1200
O 0.34576 -6.72493 -2.44767 1.1 0.5 0.3 -0.1950
C -0.22595 -7.01938 -3.69806 -1.4 -0.7 -1.2 -0.1322
H 2.90100 -7.19847 -4.60767 -0.8 0.3 0.5 0.0775
H 3.71786 -8.49819 -3.77069 -0.2 -0.1 0.3 0.0838
H 4.36288 -6.87652 -3.73241 0.0 0.0 -0.2 0.0888
H 1.45522 -4.02688 0.46322 -0.1 -0.1 0.0 0.0851
H 0.68956 -3.70512 -1.12516 -0.4 -0.7 0.3 0.0866
H 2.28808 -3.33292 -0.94858 0.7 -0.6 0.1 0.0826
H 0.38942 -6.95901 -4.59867 0.6 0.2 0.5 0.0798
H -1.08778 -6.38425 -3.92173 0.1 0.2 0.4 0.0904
H -0.61572 -8.04124 -3.66408 0.1 0.0 0.2 0.0880
C 2.41366 2.46811 0.16855 -1.7 0.0 0.7 -0.1101
O 3.70700 2.19055 -0.29803 0.5 -0.6 -0.6 -0.1866
P 4.83303 1.59003 0.64681 0.2 -0.6 0.3 0.4035
O 5.22628 2.48778 1.72013 0.5 -0.2 0.0 -0.1986
O 4.33033 0.15138 1.20997 0.0 1.1 -0.2 -0.2263
C 3.60550 -0.73561 0.36742 0.3 -1.4 0.1 -0.1085
O 5.95172 1.19271 -0.44378 -1.2 0.2 0.4 -0.2250
C 7.32071 1.03124 -0.08067 0.4 0.8 -0.9 -0.0989
H 2.15118 3.52765 0.14354 0.6 0.2 -0.1 0.0933
H 2.20377 2.12975 1.18725 0.5 -0.1 0.1 0.0775
H 1.64371 1.97284 -0.42990 0.4 -0.3 -0.3 0.0690
H 3.83268 -1.77731 0.62570 0.5 0.2 0.4 0.0843
H 3.96389 -0.67314 -0.66039 -0.7 0.4 -0.2 0.0921
H 2.53412 -0.70810 0.56892 -0.1 0.7 -0.6 0.0666
H 7.65483 0.03716 -0.37005 -0.2 -0.2 0.4 0.0842
H 7.54987 1.32008 0.94230 -0.3 -0.3 0.2 0.0874
H 7.86128 1.72113 -0.73509 0.1 0.0 0.1 0.0845
```
Positions in Å, forces in eV/Å.